81
Properties=species:S:1:pos:R:3 method="wB97M-V/def2-TZVPD" multiplicity=1 relative_energy_ev=1.208 total_charge=-2 lumo_energy_ev=3.71 e_tot_ev=-202988.5204 e_homo_ev=-1.4
V 0.844 -0.440 1.190
O 1.900 -1.413 -0.616
C -0.124 -2.750 -1.327
C 0.463 -2.564 -2.655
C 0.997 -3.625 -3.350
C 1.468 -3.443 -4.651
C 1.417 -2.174 -5.251
C 0.889 -1.110 -4.580
C 0.365 -1.239 -3.243
O -0.138 -0.277 -2.613
N 2.005 -4.548 -5.377
O 2.487 -4.346 -6.492
O 2.067 -5.646 -4.829
H -1.044 -3.223 -1.024
H 1.057 -4.601 -2.889
H 1.802 -2.062 -6.256
H 0.845 -0.131 -5.041
Se 1.513 1.982 0.971
C 1.358 2.632 2.749
C 1.187 1.837 3.883
C 1.081 2.442 5.125
N 1.138 3.758 5.339
C 1.314 4.510 4.251
C 1.426 4.011 2.967
H 1.147 0.758 3.808
H 0.945 1.821 6.006
H 1.365 5.583 4.417
H 1.561 4.687 2.132
N -7.569 -5.686 1.930
C -6.157 -5.476 1.950
C -5.365 -5.867 0.870
C -3.993 -5.701 0.898
C -3.357 -5.139 2.012
C -4.151 -4.752 3.093
C -5.530 -4.922 3.056
S -1.628 -4.883 2.056
O 0.911 -5.358 0.080
O -1.307 -4.207 3.404
N -0.569 -1.894 1.080
C -1.475 -1.097 1.653
S -3.183 -1.297 1.610
C -3.311 0.215 2.458
C -2.090 0.742 2.701
N -1.023 -0.013 2.267
H -7.929 -5.648 0.986
H -8.048 -4.984 2.477
H -5.836 -6.301 -0.008
H -3.404 -5.999 0.037
H -3.650 -4.307 3.944
H -6.131 -4.614 3.908
H -4.262 0.613 2.768
H -1.895 1.665 3.226
C 2.161 3.955 -2.673
Te 0.761 2.309 -2.904
C 2.570 1.213 -2.557
C 3.665 2.051 -3.148
C 4.840 1.505 -3.649
C 5.814 2.320 -4.215
C 5.615 3.691 -4.279
C 4.443 4.244 -3.776
C 3.464 3.437 -3.211
H 2.235 4.148 -1.600
H 1.837 4.867 -3.174
H 2.511 0.222 -2.997
H 2.693 1.105 -1.478
H 4.984 0.432 -3.608
H 6.720 1.881 -4.614
H 6.366 4.330 -4.728
H 4.282 5.315 -3.832
Cl 0.684 -2.212 -0.047
C 1.512 -3.314 1.185
C 1.521 -4.688 1.107
C 2.164 -5.371 2.136
C 2.753 -4.678 3.179
C 2.692 -3.296 3.243
Cl 3.385 -2.453 4.591
C 2.010 -2.574 2.267
N 1.786 -1.221 2.284
H 0.044 -5.639 0.430
H 2.178 -6.452 2.108
H 3.248 -5.216 3.976